[1]
# C17H22AuNO4S

C17H22AuNO4S as an isolated structure (the ωB97M-V functional and the def2-TZVPD basis, the Open Molecules 2025 dataset).

Its multiplicity is 4. As for the HOMO energy (alpha / beta): -8.21 / -12.06 eV. As for the gap between HOMO and LUMO (alpha / beta): 5.26 / 6.89 eV. Its net charge is +1.

```
46
Properties=species:S:1:pos:R:3:forces:R:3
Au -0.0901 0.2471 -0.2908 0.34 0.34 0.13
C 4.2816 0.6232 -0.0897 -0.23 0.06 -0.05
C 2.8411 1.0664 -0.1625 0.31 0.04 0.07
O 2.0007 0.0767 -0.2331 -0.39 -0.19 -0.07
C 2.5385 2.4518 -0.1253 -0.12 -0.06 -0.03
C 3.5761 3.3943 -0.1171 -0.05 -0.27 0.00
C 3.3548 4.7753 0.0157 -0.27 0.19 0.00
C 2.0729 5.3127 0.0998 0.09 0.12 0.01
C 1.0081 4.4379 0.0203 0.02 -0.05 0.00
C 1.1749 3.0280 -0.0860 0.14 0.14 0.00
O 0.0883 2.3468 -0.1410 -0.04 0.04 0.01
H 4.3031 -0.4626 -0.0689 0.03 0.00 0.00
H 4.7647 1.0089 0.8105 0.06 -0.01 -0.02
H 4.8483 0.9672 -0.9578 0.05 -0.02 0.01
H 4.5968 3.0556 -0.2062 -0.01 0.01 0.05
H 4.2112 5.4367 0.0484 0.03 -0.02 -0.01
H 1.9141 6.3748 0.2089 0.03 0.00 -0.03
H -0.0136 4.7961 0.0323 -0.02 -0.04 0.04
O -2.2700 0.4798 -0.0380 0.09 -0.22 -0.07
N -2.6501 1.7128 0.2703 -0.04 0.33 0.07
C -2.9455 2.5850 -0.7074 0.02 -0.07 -0.16
C -3.3309 3.8721 -0.4095 -0.04 0.14 0.13
C -3.4127 4.2768 0.9145 0.05 -0.14 -0.01
C -3.1140 3.3554 1.9092 -0.05 0.18 -0.10
C -2.7374 2.0796 1.5607 0.05 -0.11 0.12
H -2.8505 2.2057 -1.7133 0.04 -0.08 0.03
H -3.5586 4.5552 -1.2149 0.00 -0.05 -0.04
H -3.7017 5.2866 1.1689 -0.02 0.00 -0.01
H -3.1669 3.6265 2.9534 0.00 -0.06 0.01
H -2.4908 1.3137 2.2796 0.03 -0.06 -0.07
C 0.9154 -5.3673 0.8262 -0.01 0.05 0.02
C 0.1256 -4.4311 -0.0775 0.12 0.24 0.21
S 0.1680 -2.7461 0.6109 -0.26 -0.54 0.18
O -0.2420 -1.8742 -0.5792 -0.22 0.08 -0.19
C -1.3197 -2.7860 1.6746 0.15 0.06 -0.29
C -2.6134 -2.9130 0.8895 0.04 -0.02 -0.02
H 0.9035 -6.3769 0.4194 -0.03 0.01 -0.01
H 0.4887 -5.4078 1.8294 0.02 -0.04 0.00
H 1.9530 -5.0451 0.9063 0.00 -0.03 0.02
H -0.9103 -4.7363 -0.1985 -0.03 0.04 -0.06
H 0.5801 -4.3257 -1.0618 0.02 0.04 0.00
H -1.2767 -1.8306 2.2006 0.04 -0.05 0.08
H -1.1704 -3.5910 2.3959 0.08 0.03 0.03
H -2.6438 -2.1758 0.0904 -0.04 0.02 -0.02
H -3.4609 -2.7326 1.5496 0.02 0.00 0.04
H -2.7363 -3.9061 0.4614 -0.03 0.00 -0.01
```
Forces are in eV/Å.



[2]
# C9H13ClNO

A 2-piece molecular cluster, C9H13ClNO overall (the ωB97M-V functional and the def2-TZVPD basis, the Open Molecules 2025 dataset).

As for the HOMO energy: -12.83 eV. For the energy above the lowest of the compared OMol25 structures with the same formula, charge and spin, the calculation gives 202.5 kJ/mol. As for the gap between HOMO and LUMO: 8.13 eV. Its net charge is +1.

```
25
Properties=species:S:1:pos:R:3:forces:R:3
C 2.0483 2.8779 1.0804 0.97 3.08 -1.60
C 1.8743 2.4508 -0.2272 -1.30 -2.85 1.15
C 1.4672 2.3143 2.1514 -0.36 0.59 1.19
C 1.1129 1.2581 -0.3685 0.79 1.52 0.44
C 0.7103 1.2210 2.0258 -2.70 -3.44 0.41
C 0.5043 0.6543 0.7550 1.33 1.07 -1.54
C 0.3211 -1.7486 -1.4592 -3.13 -1.78 -3.23
C -1.9092 -1.8643 -0.5955 -1.09 -1.72 -1.84
C -0.2794 -0.4996 0.5852 -1.45 -2.79 2.06
N -0.7697 -0.9987 -0.7520 3.07 -0.40 1.10
O 0.8157 -2.0351 1.2178 -2.37 1.63 -3.03
Cl 1.2060 -1.6474 2.6887 0.86 0.05 2.27
H 2.4729 3.8812 1.2948 0.17 -0.85 -0.55
H 2.2686 2.9323 -1.0722 0.50 0.64 -0.83
H 1.4281 2.9270 3.0096 0.33 0.00 1.30
H 0.9608 0.8721 -1.3569 -0.05 -0.17 -0.41
H 0.1470 0.6557 2.8213 0.76 1.45 -0.47
H 1.1348 -1.8685 -0.9075 2.97 -0.96 3.13
H -0.1582 -2.7287 -1.7886 1.12 1.27 0.44
H 0.7511 -1.2773 -2.3168 -0.64 0.88 -0.85
H -2.5549 -1.4576 0.1092 -1.37 0.69 1.08
H -2.4234 -2.0004 -1.5802 0.43 0.34 0.80
H -1.6049 -2.8592 -0.2857 0.26 0.13 0.30
H -1.1519 -0.6410 1.3054 1.60 0.06 -0.69
H -0.9670 -0.2404 -1.3488 -0.70 1.55 -0.62
```
Forces are in eV/Å.



[3]
# C48H68KO16S4Sn

C48H68KO16S4Sn as an isolated structure (the ωB97M-V functional and the def2-TZVPD basis, the Open Molecules 2025 dataset).

As for the HOMO energy: -10.28 eV. As for the gap between HOMO and LUMO: 5.78 eV. Its net charge is +1.

```
138
Properties=species:S:1:pos:R:3:forces:R:3
Sn 1.0460 -1.3416 4.0353 -0.50 -1.61 -3.08
K -0.1262 1.7721 -4.9931 -0.11 -0.17 0.75
C 1.1975 1.2622 -0.2873 -0.01 -1.69 1.50
C 0.4805 1.1283 -1.4767 0.52 1.79 -0.60
C -0.3853 -0.1300 -1.7108 -1.98 -0.06 -1.24
O -1.1886 -0.2963 -2.6850 1.81 1.41 0.19
C -0.3844 -1.1048 -0.7293 1.16 -0.96 2.66
C 0.3589 -1.0071 0.4899 -0.07 0.49 -2.54
C 1.1383 0.2739 0.7324 -0.14 1.32 -0.21
O 1.6673 0.3840 1.8672 0.04 -0.29 1.06
O 0.5764 -1.9241 1.3007 -0.64 -0.82 1.87
O 0.5579 2.1148 -2.2692 -1.02 -1.42 -0.82
H 1.7526 2.1780 -0.1520 0.04 0.00 0.15
H -0.9303 -2.0167 -0.9261 0.00 0.00 0.01
C 3.2535 1.1627 -3.7275 0.10 0.33 0.15
S 4.9544 0.8136 -3.0536 0.10 0.46 -0.51
O 5.7583 0.0727 -4.0657 -0.39 0.07 0.12
C 5.6583 2.5193 -3.0089 -0.66 -0.06 -0.69
H 2.8517 2.0243 -3.1913 0.01 -0.11 0.22
H 2.6176 0.3009 -3.5223 0.22 -0.12 0.29
H 3.1503 1.3642 -4.7962 0.79 0.03 -0.12
H 6.7378 2.4522 -2.8927 -0.10 -0.34 0.37
H 5.1871 3.0948 -2.2149 0.14 -0.10 0.14
H 5.5002 3.0307 -3.9600 -0.21 -0.20 -0.10
C -2.3964 -2.8365 1.5923 0.61 -0.41 -0.76
S -2.6082 -3.2586 3.3160 -0.63 -0.17 -0.49
O -1.6392 -2.3858 4.0582 0.73 1.01 0.30
C -4.3032 -2.6963 3.6803 -0.02 1.11 0.28
H -1.3608 -3.1061 1.3665 0.14 0.12 0.36
H -2.4938 -1.7940 1.2907 -0.39 0.10 0.47
H -2.9407 -3.4888 0.9073 -0.58 0.03 0.37
H -4.3661 -2.5087 4.7535 0.18 -0.76 0.16
H -5.0579 -3.4044 3.3435 0.28 -0.29 0.07
H -4.6001 -1.7094 3.3159 0.52 -0.05 -0.71
C -0.9820 5.3088 -0.3485 0.50 1.00 -0.22
S 0.4635 6.4939 -0.1166 -0.81 -0.47 0.51
O 0.3111 7.0983 1.2606 0.25 -0.84 -1.28
C 1.7823 5.2121 -0.0039 0.26 0.09 0.56
H -0.5322 4.3541 -0.6140 -0.43 -0.30 0.49
H -1.6651 5.6125 -1.1432 0.42 0.28 -0.28
H -1.5899 5.4406 0.5460 0.38 -0.69 0.36
H 1.6685 4.5584 0.8638 -0.29 0.44 0.37
H 2.6673 5.8358 0.1214 0.14 -0.20 0.09
H 1.9554 4.4922 -0.8063 -0.48 0.58 -0.64
C 0.4428 -5.4208 2.2746 0.96 -1.43 -0.71
S 1.0537 -5.6522 3.9578 -2.11 1.45 -0.81
O 0.8532 -4.2322 4.4451 0.71 0.89 0.87
C -0.4782 -6.4433 4.5987 0.85 -0.43 0.08
H 1.1535 -4.7808 1.7545 -0.18 0.35 0.24
H -0.5851 -5.0764 2.2091 0.08 0.17 0.41
H 0.5234 -6.3892 1.7711 -0.21 -0.07 -0.05
H -1.1622 -5.6329 4.8380 0.10 0.04 -0.03
H -0.1634 -6.9941 5.4841 -0.28 0.08 0.13
H -0.9185 -7.1425 3.8893 0.13 0.05 -0.10
C 0.9286 -4.6085 -1.9593 -0.25 0.05 -1.15
C 0.7331 -5.8827 -1.4762 -0.15 -0.55 1.10
C -0.5035 -6.5170 -1.5383 -0.31 0.75 -0.27
C -1.5939 -5.8348 -2.1087 0.92 -0.79 -0.18
C -1.3774 -4.6110 -2.7309 0.16 0.11 1.25
C -0.1226 -3.9871 -2.6159 -0.84 -0.08 -0.67
H 1.9266 -4.1978 -2.0158 -0.07 0.23 0.31
H 1.5204 -6.3524 -0.8979 0.20 -0.22 -0.36
H -0.6052 -7.5300 -1.1748 -0.12 0.04 0.16
H -2.5506 -6.3391 -2.1356 -0.12 0.14 -0.10
H -2.2364 -4.1067 -3.1532 0.21 0.15 -0.35
H -0.0229 -3.0331 -3.1142 0.27 0.16 0.14
C -6.7083 2.2619 -4.0762 -0.66 0.51 0.83
C -5.7596 1.3085 -3.7888 0.03 -0.37 -0.57
C -4.4351 1.6674 -3.6527 0.14 0.35 0.28
C -4.0796 3.0198 -3.7390 -0.58 -0.57 0.42
C -5.0699 4.0118 -3.8570 1.13 -1.08 -0.17
C -6.3954 3.6164 -4.0135 0.32 0.32 -0.35
H -7.7446 1.9644 -4.1675 -0.02 0.03 -0.18
H -6.0458 0.2660 -3.7328 -0.01 -0.02 0.03
H -3.7455 0.8732 -3.3926 0.43 0.24 -0.15
H -3.0431 3.2907 -3.5949 0.11 0.19 -0.01
H -4.6617 5.0127 -3.8426 -0.73 0.33 -0.02
H -7.1790 4.3544 -4.1151 -0.01 0.03 -0.04
C 4.9655 2.1991 0.3118 0.71 -0.38 0.04
C 5.1709 3.5501 0.5493 -0.15 -0.60 0.23
C 6.4600 4.0297 0.6198 1.01 0.77 0.05
C 7.5817 3.2209 0.3924 -0.83 0.52 0.11
C 7.3663 1.8982 0.0884 0.41 0.00 -0.16
C 6.0852 1.3893 0.0583 -0.61 -0.33 0.17
H 3.9626 1.8020 0.3958 0.02 -0.26 -0.26
H 4.3219 4.1857 0.7586 0.06 0.16 0.04
H 6.6044 5.0688 0.8883 0.06 0.05 -0.07
H 8.5989 3.5807 0.4542 -0.10 0.30 0.04
H 8.2369 1.2922 -0.1283 -0.17 -0.30 0.03
H 6.0108 0.3299 -0.1504 -0.43 0.02 0.03
O -2.8173 3.9131 3.2082 0.00 0.00 -0.60
C -2.9708 3.2504 2.2186 -0.87 0.79 0.48
O -3.6445 3.6821 1.1144 0.22 0.73 0.43
C -3.7078 2.6810 0.1065 0.38 -0.56 -0.63
C -2.6211 1.6647 0.4651 -0.25 0.24 0.35
C -2.5619 1.8631 1.9991 1.44 -2.76 -1.02
H -3.5305 3.1044 -0.8820 -0.08 0.37 0.16
H -4.7080 2.2441 0.0988 0.02 -0.08 0.13
H -1.6348 1.9189 0.0726 -0.14 0.40 -0.21
H -2.8409 0.6807 0.0528 -0.18 -0.12 0.47
H -1.5392 1.6533 2.3161 0.04 0.45 0.29
H -3.1318 1.1060 2.5411 -0.56 0.43 0.07
O 2.2439 6.1654 4.6541 0.32 0.13 0.35
C 1.9057 5.1332 4.1805 -0.45 -0.21 -0.88
O 2.8152 4.1400 3.8491 -0.63 0.23 0.36
C 2.1684 2.9965 3.2664 -0.48 0.79 0.20
C 0.6454 3.2723 3.3094 -0.31 0.48 0.11
C 0.4905 4.7290 3.7416 0.67 0.03 0.25
H 2.4367 2.1169 3.8487 0.21 -0.05 -0.17
H 2.5401 2.9264 2.2459 0.01 -0.36 0.04
H 0.1091 2.7251 4.0855 0.18 -0.66 -0.32
H 0.1777 3.1300 2.3358 0.01 -0.36 0.06
H -0.2133 4.8554 4.5624 0.16 -0.05 0.12
H 0.1213 5.4018 2.9676 0.38 0.11 -0.13
O -6.2276 -1.2121 0.7846 0.52 0.03 -0.20
C -5.5705 -1.7414 -0.0676 -0.85 -1.39 0.35
O -4.3523 -1.3238 -0.4406 1.03 0.18 -0.46
C -3.8442 -2.1051 -1.5525 0.14 0.49 -0.92
C -5.0169 -2.8646 -2.0741 -0.91 -1.15 -0.95
C -5.9593 -2.9864 -0.9050 0.18 0.76 0.06
H -3.0197 -2.7844 -1.3280 -0.11 0.17 0.90
H -3.4433 -1.4850 -2.3554 0.06 0.60 0.52
H -4.6946 -3.8528 -2.4056 -0.07 0.05 -0.21
H -5.5658 -2.4118 -2.9010 0.48 0.33 -0.11
H -5.7480 -3.9630 -0.4699 -0.41 0.32 0.85
H -7.0054 -2.8686 -1.1769 -0.02 -0.36 0.14
O 3.0416 -3.2159 2.6545 -0.09 0.62 0.18
C 3.6346 -3.0152 1.6130 -0.95 -0.14 0.87
O 4.8857 -2.5221 1.6194 -0.24 -0.68 -0.50
C 5.3865 -2.6442 0.2764 -0.23 1.18 -1.28
C 4.1141 -2.5205 -0.5848 0.30 -1.01 -0.69
C 3.0870 -3.3185 0.2131 1.99 0.65 0.93
H 5.9771 -3.5435 0.0966 -0.47 -0.41 0.42
H 6.0726 -1.8407 0.0103 -0.07 0.23 0.61
H 4.2914 -3.0014 -1.5474 -0.02 0.42 -0.22
H 3.7979 -1.4853 -0.7105 0.17 0.06 -0.02
H 3.3268 -4.3773 0.0852 -0.54 -0.17 -0.17
H 2.0452 -3.0458 0.0943 0.05 -0.27 0.16
```
Forces are in eV/Å.



[4]
# C9H4N2O3Ti

C9H4N2O3Ti as an isolated structure (the ωB97M-V functional and the def2-TZVPD basis, the Open Molecules 2025 dataset).

Its multiplicity is 3. As for the HOMO energy (alpha / beta): -17.08 / -17.08 eV. For the energy above the lowest of the compared OMol25 structures with the same formula, charge and spin, the calculation gives 0.0 kJ/mol. As for the gap between HOMO and LUMO (alpha / beta): 6.24 / 6.38 eV. Its net charge is +2.

```
19
Properties=species:S:1:pos:R:3:forces:R:3
O 0.0224 2.1752 -5.2748 -0.01 -1.61 2.47
C 0.0208 1.5730 -4.3141 0.02 1.52 -2.21
Ti 0.0129 0.3318 -2.1806 0.13 3.83 2.41
C 1.6251 -0.7504 -2.4663 9.54 -6.10 -3.21
C -1.5885 -0.7458 -2.5053 -7.76 -5.16 -2.57
O 2.6177 -1.3395 -2.7973 -6.97 4.14 2.53
O -2.5606 -1.3287 -2.8041 5.08 3.06 1.72
N 2.9094 -0.0352 3.8887 -2.98 0.06 -2.44
C 1.9836 -0.0218 3.1553 2.94 -0.10 2.31
C 0.8277 -0.0112 2.3032 0.24 -0.05 -0.82
C -0.4564 0.0052 2.8562 -0.93 -0.01 -0.47
C -1.5766 0.0244 1.9986 0.85 -0.05 -1.01
C -1.3481 0.0304 0.5973 0.14 0.15 1.25
N -0.1029 0.0357 0.0635 0.51 0.08 -0.11
C 0.9798 -0.0114 0.9091 -0.36 0.23 -0.74
H -0.5759 -0.0020 3.9451 0.00 0.03 -0.45
H -2.5949 0.0371 2.3816 0.27 -0.02 -0.07
H -2.1531 0.0514 -0.1391 -0.10 0.02 0.53
H 1.9577 -0.0182 0.3831 -0.61 -0.01 0.87
```
Forces are in eV/Å.



[5]
# C2H2O2S

A 2-piece molecular cluster, C2H2O2S overall (the ωB97M-V functional and the def2-TZVPD basis, the Open Molecules 2025 dataset).

As for the HOMO energy (alpha / beta): -9.42 / -9.42 eV. As for the SMILES: C=C=O.O=S. For the energy above the lowest of the compared OMol25 structures with the same formula, charge and spin, the calculation gives 258.6 kJ/mol. As for the gap between HOMO and LUMO (alpha / beta): 7.79 / 7.75 eV.

```
7
Properties=species:S:1:pos:R:3:forces:R:3
C -0.3996 0.1441 0.0695 -0.76 1.03 -0.48
C -1.0224 -0.8964 -0.3836 0.56 -1.41 -1.28
O -1.4309 -1.7990 -1.0011 -0.32 0.52 0.89
H 0.2584 0.2888 0.8651 0.72 -0.51 1.20
H -0.6917 1.0521 -0.4188 -0.22 0.38 -0.32
O -4.3980 0.3069 1.2314 -0.15 -0.05 -0.78
S -4.6762 0.2123 -0.2325 0.16 0.04 0.78
```
Forces are in eV/Å.



[6]
# C2H13O4S

A 5-piece molecular cluster, C2H13O4S overall (the ωB97M-V functional and the def2-TZVPD basis, the Open Molecules 2025 dataset).

Its multiplicity is 2. As for the HOMO energy (alpha / beta): 3.09 / -1.02 eV. For the energy above the lowest of the compared OMol25 structures with the same formula, charge and spin, the calculation gives 41.0 kJ/mol. As for the gap between HOMO and LUMO (alpha / beta): 1.89 / 5.99 eV. Its net charge is -2.

```
20
Properties=species:S:1:pos:R:3:forces:R:3
C -1.9765 -1.3849 0.7141 0.45 0.35 0.14
C -1.3914 -2.8340 0.8576 -0.90 1.40 -0.17
S -0.6625 -3.1522 -0.7919 0.14 -0.81 0.32
H -2.9078 -1.4520 0.1457 -0.14 0.04 0.21
H -1.3302 -0.7249 0.0735 -0.26 -0.75 0.80
H -2.1297 -0.8731 1.6855 -0.19 -0.17 -0.27
H -2.2609 -3.4661 1.1725 0.57 0.06 -0.61
H -0.7317 -2.8707 1.7401 0.33 0.03 -0.54
H -2.1712 2.0823 -0.1152 -0.13 -0.10 0.19
H -3.5629 1.6018 0.3504 0.24 -0.19 0.03
O -3.0860 2.3613 0.0078 -0.09 0.28 -0.19
H 0.9754 0.0253 -3.3851 0.06 0.01 -0.18
H 0.6778 -0.3639 -1.9699 0.39 -0.28 0.13
O 1.4093 -0.0541 -2.5330 -0.40 0.07 0.12
H 1.7710 5.6711 3.7611 -0.16 0.01 0.19
H 0.9889 4.3301 3.6125 -0.05 0.17 0.13
O 1.7002 4.8670 3.2094 0.23 -0.11 -0.29
H 4.9070 -0.4571 -3.0264 -0.71 0.00 0.42
H 4.5952 -1.9372 -2.5089 -0.59 0.50 0.20
O 5.1860 -1.3688 -2.9997 1.22 -0.49 -0.60
```
Forces are in eV/Å.